Entry from the Open Molecules 2025 dataset: 12 unconnected molecules or ions with the total composition C64H116N20O4 (ωB97M-V/def2-TZVPD).

Each line ends with the Löwdin spin population.
Cartesian coordinates (Å):
1 C -24.968 2.503 -23.971  0.00
2 C -24.671 1.988 -25.378  0.00
3 N -24.875 2.986 -26.503  0.00
4 C -24.015 3.908 -27.080  0.00
5 C -24.661 4.605 -28.051  0.00
6 N -25.927 4.073 -28.150  0.00
7 C -26.070 3.106 -27.209  0.00
8 C -26.863 4.436 -29.140  0.00
9 H -24.907 1.719 -23.216  0.00
10 H -26.034 2.720 -24.029  0.00
11 H -24.493 3.450 -23.715  0.00
12 H -25.343 1.137 -25.486  0.00
13 H -23.655 1.601 -25.461  0.00
14 H -22.944 3.868 -26.950  0.00
15 H -24.327 5.354 -28.753  0.00
16 H -26.891 2.430 -27.022  0.00
17 H -26.406 4.651 -30.106  0.00
18 H -27.531 5.208 -28.759  0.00
19 H -27.462 3.546 -29.333  0.00
20 C -20.580 14.232 -35.235  0.00
21 C -20.494 12.796 -34.748  0.00
22 N -20.098 12.787 -33.356  0.00
23 C -20.917 12.549 -32.224  0.00
24 C -20.132 12.617 -31.077  0.00
25 N -18.839 12.840 -31.479  0.00
26 C -18.824 13.045 -32.883  0.00
27 C -17.644 12.667 -30.672  0.00
28 H -19.803 14.917 -34.897  0.00
29 H -21.580 14.574 -34.969  0.00
30 H -20.418 14.258 -36.313  0.00
31 H -19.600 12.453 -35.268  0.00
32 H -21.333 12.117 -34.903  0.00
33 H -21.959 12.321 -32.392  0.00
34 H -20.369 12.346 -30.059  0.00
35 H -17.938 13.396 -33.392  0.00
36 H -16.835 13.038 -31.302  0.00
37 H -17.538 11.592 -30.529  0.00
38 H -17.627 13.222 -29.734  0.00
39 C -20.200 5.391 -29.827  0.00
40 C -20.289 3.984 -30.444  0.00
41 N -20.805 3.006 -29.488  0.00
42 C -20.251 2.607 -28.311  0.00
43 C -21.095 1.642 -27.682  0.00
44 N -22.200 1.489 -28.570  0.00
45 C -21.966 2.261 -29.688  0.00
46 C -23.343 0.633 -28.386  0.00
47 H -19.247 5.463 -29.303  0.00
48 H -21.005 5.595 -29.121  0.00
49 H -20.362 6.118 -30.623  0.00
50 H -19.346 3.641 -30.870  0.00
51 H -21.023 4.017 -31.249  0.00
52 H -19.354 3.113 -27.984  0.00
53 H -21.005 1.048 -26.785  0.00
54 H -22.609 2.306 -30.554  0.00
55 H -23.285 -0.329 -28.895  0.00
56 H -24.255 1.125 -28.725  0.00
57 H -23.514 0.319 -27.356  0.00
58 C -19.422 9.009 -35.697  0.00
59 C -20.713 8.651 -34.979  0.00
60 N -20.779 8.951 -33.553  0.00
61 C -21.861 9.186 -32.757  0.00
62 C -21.453 9.238 -31.411  0.00
63 N -20.062 8.939 -31.386  0.00
64 C -19.696 8.770 -32.688  0.00
65 C -19.122 9.150 -30.221  0.00
66 H -19.121 10.048 -35.562  0.00
67 H -19.563 8.831 -36.763  0.00
68 H -18.561 8.399 -35.422  0.00
69 H -20.951 7.598 -35.133  0.00
70 H -21.440 9.169 -35.605  0.00
71 H -22.809 9.348 -33.249  0.00
72 H -22.060 9.348 -30.524  0.00
73 H -18.710 8.557 -33.075  0.00
74 H -19.636 9.875 -29.590  0.00
75 H -18.160 9.363 -30.687  0.00
76 H -19.175 8.218 -29.658  0.00
77 C -22.927 7.731 -24.095  0.00
78 C -21.555 8.132 -23.762  0.00
79 N -21.162 7.607 -22.467  0.00
80 C -20.864 6.288 -22.193  0.00
81 C -20.454 6.212 -20.857  0.00
82 N -20.623 7.451 -20.272  0.00
83 C -20.980 8.345 -21.296  0.00
84 C -20.483 7.715 -18.897  0.00
85 H -23.315 8.146 -25.025  0.00
86 H -23.650 8.020 -23.332  0.00
87 H -23.073 6.653 -24.024  0.00
88 H -21.362 9.200 -23.659  0.00
89 H -20.830 7.889 -24.538  0.00
90 H -21.081 5.484 -22.880  0.00
91 H -20.127 5.432 -20.185  0.00
92 H -21.182 9.399 -21.171  0.00
93 H -21.446 7.757 -18.387  0.00
94 H -20.043 8.710 -18.837  0.00
95 H -19.757 7.044 -18.439  0.00
96 C -20.159 16.988 -29.158  0.00
97 C -21.633 17.012 -28.699  0.00
98 N -21.995 15.891 -27.887  0.00
99 C -22.640 14.738 -28.277  0.00
100 C -22.558 13.811 -27.274  0.00
101 N -21.963 14.428 -26.224  0.00
102 C -21.639 15.702 -26.603  0.00
103 C -21.846 13.854 -24.889  0.00
104 H -19.468 16.901 -28.320  0.00
105 H -19.951 17.832 -29.815  0.00
106 H -19.933 16.188 -29.863  0.00
107 H -22.213 17.036 -29.621  0.00
108 H -21.635 17.935 -28.119  0.00
109 H -23.004 14.689 -29.293  0.00
110 H -22.974 12.819 -27.178  0.00
111 H -21.010 16.362 -26.024  0.00
112 H -21.931 12.769 -24.953  0.00
113 H -22.629 14.352 -24.317  0.00
114 H -20.865 14.138 -24.508  0.00
115 C -26.864 11.877 -25.517  0.00
116 C -25.576 11.366 -24.719  0.00
117 N -25.927 10.939 -23.331  0.00
118 C -26.986 10.075 -23.070  0.00
119 C -26.885 9.720 -21.731  0.00
120 N -25.800 10.352 -21.189  0.00
121 C -25.202 11.094 -22.200  0.00
122 C -25.228 10.144 -19.852  0.00
123 H -27.278 12.819 -25.157  0.00
124 H -27.745 11.236 -25.488  0.00
125 H -26.470 12.009 -26.525  0.00
126 H -24.854 12.180 -24.658  0.00
127 H -25.215 10.504 -25.282  0.00
128 H -27.705 9.914 -23.860  0.00
129 H -27.432 8.994 -21.148  0.00
130 H -24.295 11.670 -22.089  0.00
131 H -25.480 9.176 -19.417  0.00
132 H -25.632 10.912 -19.193  0.00
133 H -24.143 10.244 -19.880  0.00
134 C -18.321 12.567 -26.587  0.00
135 C -19.173 11.245 -26.325  0.00
136 N -18.518 10.515 -25.270  0.00
137 C -18.845 10.755 -23.964  0.00
138 C -18.095 9.920 -23.182  0.00
139 N -17.216 9.186 -24.002  0.00
140 C -17.527 9.544 -25.337  0.00
141 C -16.490 8.029 -23.662  0.00
142 H -18.156 13.070 -25.634  0.00
143 H -18.903 13.277 -27.174  0.00
144 H -17.338 12.436 -27.039  0.00
145 H -19.033 10.573 -27.171  0.00
146 H -20.165 11.543 -25.985  0.00
147 H -19.568 11.537 -23.783  0.00
148 H -18.161 9.829 -22.107  0.00
149 H -16.970 9.150 -26.174  0.00
150 H -17.247 7.335 -23.296  0.00
151 H -15.705 8.117 -22.910  0.00
152 H -15.946 7.537 -24.468  0.00
153 C -25.490 12.877 -29.568  0.00
154 C -24.874 12.396 -30.887  0.00
155 N -25.363 11.107 -31.387  0.00
156 C -24.929 9.862 -30.974  0.00
157 C -25.661 8.872 -31.632  0.00
158 N -26.481 9.545 -32.510  0.00
159 C -26.212 10.904 -32.397  0.00
160 C -27.457 8.928 -33.335  0.00
161 H -25.258 13.925 -29.376  0.00
162 H -25.096 12.295 -28.735  0.00
163 H -26.576 12.923 -29.641  0.00
164 H -23.797 12.492 -31.028  0.00
165 H -25.300 13.086 -31.615  0.00
166 H -24.181 9.714 -30.209  0.00
167 H -25.652 7.799 -31.511  0.00
168 H -26.681 11.703 -32.952  0.00
169 H -28.323 9.403 -32.873  0.00
170 H -27.606 7.867 -33.136  0.00
171 H -27.452 9.179 -34.396  0.00
172 C -27.087 9.708 -28.216  0.00
173 C -27.307 8.098 -28.172  0.00
174 N -27.166 7.668 -26.795  0.00
175 C -26.012 7.777 -25.993  0.00
176 C -26.271 7.222 -24.769  0.00
177 N -27.468 6.613 -24.761  0.00
178 C -28.049 6.956 -26.047  0.00
179 C -27.966 5.757 -23.689  0.00
180 H -26.297 10.054 -27.550  0.00
181 H -28.001 10.141 -27.810  0.00
182 H -26.790 10.066 -29.203  0.00
183 H -26.550 7.579 -28.759  0.00
184 H -28.321 7.865 -28.499  0.00
185 H -25.153 8.267 -26.428  0.00
186 H -25.735 7.138 -23.835  0.00
187 H -28.838 6.349 -26.465  0.00
188 H -28.540 4.892 -24.022  0.00
189 H -28.441 6.381 -22.931  0.00
190 H -27.059 5.370 -23.225  0.00
191 C -23.442 6.319 -32.981  0.03
192 C -23.450 5.822 -31.577  0.04
193 O -23.308 6.592 -30.607  0.14
194 O -23.644 4.578 -31.391  0.77
195 H -23.985 5.658 -33.657  0.00
196 H -22.401 6.513 -33.238  0.00
197 H -23.901 7.294 -33.146  0.01
198 C -22.405 8.399 -27.828  0.00
199 C -22.590 9.953 -27.730  0.00
200 O -21.726 10.666 -28.358  0.00
201 O -23.663 10.407 -27.242  0.00
202 H -22.180 8.001 -26.839  0.00
203 H -21.587 8.160 -28.508  0.00
204 H -23.361 7.944 -28.087  0.00

Results
Max |F|   5.86 eV Å⁻¹
Charge   +9
LUMO (alpha / beta)   -16.62 / -20.51 eV
Frontier orbital gap (alpha / beta)   9.111 / 5.213 eV
2S+1   2

***

Entry from the Open Molecules 2025 dataset: 12 unconnected molecules or ions with the total composition C64H146N6O12 (ωB97M-V/def2-TZVPD).

Each line ends with the Mulliken charge.
Cartesian coordinates (Å):
1 C -2.099 2.348 0.881  -2.01
2 C -2.752 3.056 2.092  1.96
3 C -2.600 4.611 1.790  0.59
4 C -3.631 5.249 0.881  -0.96
5 C -5.080 4.714 1.331  -0.65
6 C -5.244 3.153 1.453  1.40
7 N -4.178 2.679 2.302  1.12
8 O -4.324 1.326 2.620  -0.59
9 C -6.623 2.971 2.033  -1.84
10 C -5.286 2.523 0.047  -1.81
11 C -2.000 2.846 3.435  -2.22
12 H -2.336 2.840 -0.062  0.30
13 H -2.503 1.359 0.665  0.43
14 H -1.052 2.048 0.938  0.41
15 H -2.504 5.287 2.640  -1.65
16 H -1.667 4.724 1.239  0.67
17 H -3.580 5.013 -0.181  0.55
18 H -3.526 6.329 0.987  0.33
19 H -5.886 4.961 0.639  0.87
20 H -5.285 5.284 2.237  -0.47
21 H -7.520 3.149 1.440  0.38
22 H -6.697 1.909 2.268  0.57
23 H -6.861 3.432 2.991  0.16
24 H -4.400 2.666 -0.573  0.29
25 H -5.552 1.476 0.192  0.41
26 H -6.057 2.965 -0.585  0.44
27 H -2.037 1.765 3.575  0.79
28 H -2.456 3.365 4.278  0.11
29 H -0.973 3.203 3.354  0.32
30 H -4.082 1.283 3.548  0.35
31 C 2.470 13.406 4.093  -2.01
32 C 1.476 12.207 4.245  1.48
33 C 0.018 12.828 4.213  -0.97
34 C -0.485 13.154 2.800  -0.91
35 C -0.396 11.868 1.828  0.13
36 C 1.132 11.357 1.798  1.16
37 N 1.691 11.212 3.188  1.31
38 O 2.997 10.684 3.210  -0.62
39 C 1.164 9.861 1.174  -1.36
40 C 1.979 12.245 0.881  -1.87
41 C 1.670 11.691 5.697  -1.74
42 H 3.525 13.150 4.001  0.39
43 H 2.559 13.971 5.022  0.52
44 H 2.121 14.117 3.344  0.30
45 H -0.777 12.176 4.574  0.02
46 H -0.049 13.665 4.908  0.54
47 H 0.107 13.923 2.303  0.46
48 H -1.512 13.499 2.913  0.20
49 H -0.660 12.249 0.842  0.31
50 H -1.016 11.008 2.084  -0.58
51 H 0.840 9.078 1.860  0.06
52 H 0.339 9.836 0.462  0.46
53 H 2.067 9.573 0.636  0.33
54 H 1.563 12.252 -0.126  0.42
55 H 1.961 13.257 1.287  0.36
56 H 2.979 11.814 0.831  0.43
57 H 1.043 10.817 5.868  0.12
58 H 1.173 12.356 6.404  0.49
59 H 2.717 11.556 5.969  0.40
60 H 2.887 9.858 3.688  0.31
61 C 3.149 6.017 7.638  -1.75
62 C 2.070 4.982 7.173  1.96
63 C 1.033 4.881 8.293  -1.62
64 C -0.160 5.823 8.269  -0.79
65 C -0.665 6.061 6.837  -0.85
66 C 0.406 6.292 5.721  2.89
67 N 1.465 5.273 5.847  0.47
68 O 2.451 5.339 4.825  -0.19
69 C -0.399 5.964 4.442  -1.67
70 C 0.795 7.758 5.767  -1.83
71 C 2.685 3.635 7.121  -2.05
72 H 3.850 6.253 6.838  0.17
73 H 3.499 5.680 8.614  0.51
74 H 2.659 6.937 7.957  0.41
75 H 0.716 3.861 8.512  0.34
76 H 1.478 5.141 9.254  0.39
77 H -0.008 6.744 8.832  0.45
78 H -0.988 5.271 8.715  0.34
79 H -1.250 6.981 6.839  -0.21
80 H -1.394 5.290 6.588  0.17
81 H -1.399 6.388 4.349  -0.51
82 H 0.195 6.411 3.644  0.16
83 H -0.443 4.880 4.343  0.33
84 H 0.607 8.217 6.738  0.50
85 H 1.754 8.103 5.381  0.33
86 H 0.188 8.333 5.068  0.14
87 H 1.852 3.002 6.817  0.52
88 H 2.916 3.197 8.092  0.39
89 H 3.515 3.632 6.415  0.35
90 H 2.309 4.481 4.420  0.25
91 C -5.581 10.271 0.909  -0.73
92 C -5.981 11.363 -0.102  1.93
93 C -5.187 12.661 0.177  -0.92
94 C -3.688 12.547 -0.233  -0.25
95 C -3.591 12.282 -1.738  -1.71
96 C -4.497 11.147 -2.225  2.20
97 N -5.806 11.016 -1.527  0.29
98 O -6.578 9.935 -1.897  -0.50
99 C -4.809 11.510 -3.707  -2.07
100 C -3.716 9.838 -2.274  -1.75
101 C -7.385 11.719 0.161  -2.33
102 H -6.356 9.505 0.923  0.38
103 H -5.556 10.727 1.899  -0.32
104 H -4.667 9.712 0.711  0.32
105 H -5.789 13.477 -0.222  0.66
106 H -5.069 12.865 1.241  -0.36
107 H -3.226 11.668 0.216  -0.20
108 H -3.030 13.386 -0.005  0.73
109 H -2.539 12.012 -1.830  0.38
110 H -3.679 13.265 -2.201  0.43
111 H -5.228 12.512 -3.803  0.42
112 H -3.937 11.492 -4.361  0.44
113 H -5.548 10.885 -4.208  0.34
114 H -2.664 9.985 -2.521  0.44
115 H -3.629 9.280 -1.342  0.28
116 H -3.896 8.966 -2.902  0.34
117 H -7.713 12.479 -0.548  0.68
118 H -7.600 12.121 1.151  0.08
119 H -7.985 10.830 -0.035  0.56
120 H -6.297 9.165 -1.398  0.36
121 C -9.330 5.732 2.075  -1.87
122 C -9.585 6.344 3.491  1.41
123 C -8.251 6.504 4.309  -1.19
124 C -7.231 7.455 3.699  0.33
125 C -7.914 8.810 3.893  1.50
126 C -9.326 8.938 3.157  1.13
127 N -10.124 7.710 3.354  1.05
128 O -11.403 7.743 2.741  -0.59
129 C -9.999 10.118 3.849  -1.62
130 C -9.160 9.338 1.689  -1.60
131 C -10.665 5.507 4.211  -1.86
132 H -10.210 5.795 1.434  0.38
133 H -9.244 4.653 2.211  0.60
134 H -8.398 6.013 1.585  0.11
135 H -8.430 6.814 5.339  0.07
136 H -7.813 5.510 4.397  0.61
137 H -7.123 7.221 2.639  0.11
138 H -6.370 7.471 4.367  -0.33
139 H -7.176 9.429 3.383  -1.10
140 H -7.910 9.246 4.892  -0.20
141 H -10.990 10.188 3.401  0.80
142 H -10.068 10.003 4.931  -0.16
143 H -9.531 11.096 3.737  -0.12
144 H -8.435 8.599 1.346  0.42
145 H -10.094 9.193 1.147  0.28
146 H -8.952 10.395 1.523  0.13
147 H -10.186 4.637 4.661  0.40
148 H -11.421 5.122 3.526  0.38
149 H -11.058 6.041 5.077  0.30
150 H -12.001 8.115 3.394  0.33
151 C -3.872 13.146 6.214  -1.67
152 C -5.078 14.128 6.391  1.74
153 C -5.040 15.322 5.391  -1.43
154 C -5.550 15.082 4.009  -0.22
155 C -6.983 14.602 4.134  -1.09
156 C -7.027 13.309 5.019  1.31
157 N -6.328 13.458 6.291  0.70
158 O -6.608 12.509 7.249  -0.33
159 C -8.567 13.134 5.290  -2.20
160 C -6.493 12.209 4.163  0.88
161 C -5.094 14.803 7.716  -2.07
162 H -3.042 13.800 5.949  0.44
163 H -4.109 12.333 5.528  0.23
164 H -3.524 12.757 7.171  0.32
165 H -5.569 16.194 5.776  0.36
166 H -4.018 15.654 5.211  0.56
167 H -4.865 14.552 3.348  -0.20
168 H -5.691 15.996 3.433  0.54
169 H -7.178 14.334 3.096  0.30
170 H -7.747 15.333 4.397  0.41
171 H -8.831 12.176 5.738  0.26
172 H -9.079 13.741 6.037  0.41
173 H -9.089 13.378 4.365  0.56
174 H -7.208 11.862 3.416  -0.35
175 H -5.559 12.530 3.703  -0.11
176 H -6.255 11.334 4.767  -0.77
177 H -6.021 15.367 7.818  0.52
178 H -4.262 15.507 7.729  0.40
179 H -4.961 14.169 8.593  0.35
180 H -7.256 12.998 7.762  0.31
181 C -2.576 9.298 3.580  -0.47
182 C -3.611 8.172 3.575  1.01
183 O -3.842 7.660 4.859  0.91
184 H -1.720 8.935 3.011  0.29
185 H -2.237 9.480 4.600  -0.21
186 H -2.994 10.213 3.159  0.38
187 H -3.211 7.313 3.038  -0.93
188 H -4.509 8.527 3.070  -0.73
189 H -4.243 8.345 5.399  -0.42
190 C -10.316 8.152 6.947  -0.99
191 C -9.546 9.330 7.572  0.46
192 O -9.805 9.428 8.988  -0.61
193 H -10.176 7.982 5.880  0.15
194 H -11.384 8.291 7.112  0.42
195 H -9.961 7.248 7.442  0.36
196 H -9.998 10.240 7.177  0.12
197 H -8.482 9.161 7.408  -0.15
198 H -8.985 9.579 9.462  0.34
199 C -3.707 10.045 7.854  -0.97
200 C -4.630 8.850 7.765  -0.37
201 O -5.367 9.085 6.529  -0.24
202 H -3.153 9.821 8.766  0.50
203 H -4.180 11.025 7.923  0.27
204 H -2.988 9.963 7.039  0.05
205 H -5.347 8.857 8.586  0.55
206 H -4.052 7.928 7.837  0.04
207 H -5.789 9.947 6.560  -0.08
208 C 5.274 6.139 3.426  -1.12
209 C 4.631 7.564 3.663  -0.16
210 O 3.233 7.698 3.266  -0.44
211 H 4.878 5.345 4.059  0.12
212 H 6.321 6.039 3.715  0.42
213 H 5.253 5.820 2.385  0.33
214 H 5.282 8.228 3.094  0.40
215 H 4.631 7.768 4.734  0.28
216 H 2.767 7.145 3.897  0.12
217 C -4.763 4.257 6.015  -0.66
218 O -3.758 5.277 6.255  0.75
219 H -4.403 3.295 6.382  0.22
220 H -5.642 4.506 6.609  0.32
221 H -5.097 4.226 4.978  0.05
222 H -3.893 5.963 5.598  -0.24
223 C -4.641 3.151 9.235  -0.64
224 O -4.261 4.510 9.284  -0.52
225 H -4.116 2.575 9.997  0.30
226 H -5.672 3.055 9.577  0.27
227 H -4.552 2.624 8.285  0.24
228 H -3.773 4.735 8.488  0.31

Results
Max |F|   3.29 eV Å⁻¹
SMILES   CC1(C)CCCC(C)(C)N1O.CC1(C)CCCC(C)(C)N1O.CC1(C)CCCC(C)(C)N1O.CC1(C)CCCC(C)(C)N1O.CC1(C)CCCC(C)(C)N1O.CC1(C)CCCC(C)(C)N1O.CCO.CCO.CCO.CCO.CO.CO
LUMO   0.30 eV
Frontier orbital gap   8.153 eV
2S+1   1

***

Question: The highest max |F| belongs to which entry?
Answer: C64H116N20O4

***

Question: Which of these has the highest max |F|?
Answer: C64H116N20O4

***

Question: Among the records above, which one has the highest max |F|?
Answer: C64H116N20O4

***

Question: Which value of 2S+1 does entry 1 give?
Answer: 2